15
Properties=species:S:1:pos:R:3 method="wB97M-V/def2-TZVPD" smiles="NS(=O)(=O)[C@H](O)CO" gap_ev=10.4927
N -2.214 -0.306 -1.073
S -1.150 0.201 0.093
O -1.574 -0.365 1.346
O -1.077 1.637 -0.029
C 0.709 -0.563 -0.112
O 0.567 -1.784 0.486
C 1.654 0.429 0.524
O 1.712 1.613 -0.207
H -2.370 -1.298 -1.129
H -2.117 0.162 -1.958
H 0.886 -0.691 -1.180
H 0.125 -1.659 1.343
H 2.664 0.001 0.515
H 1.352 0.594 1.569
H 0.834 2.028 -0.189

=====

13
Properties=species:S:1:pos:R:3 method="wB97M-V/def2-TZVPD" gap_ev=8.3237
C -0.588 1.081 0.419
C -0.777 0.861 -0.877
N 0.825 -1.222 -0.457
O 0.555 1.502 0.874
P -0.170 -2.321 0.241
P 2.095 -0.541 0.188
H -1.378 0.884 1.171
H -1.762 0.701 -1.163
H -0.048 1.047 -1.700
H -1.193 -2.118 -0.734
H -0.886 -1.228 1.135
H 0.593 1.365 1.833
H 2.733 -0.011 -0.930

=====

12
Properties=species:S:1:pos:R:3 method="wB97M-V/def2-TZVPD" smiles="CN=[SiH2].C=O" gap_ev=9.0750
C -1.027 0.244 -1.239
N -0.573 -0.506 -0.103
Si -1.035 -1.001 1.334
H -0.207 0.951 -1.305
H -1.121 -0.376 -2.182
H -2.019 0.746 -1.122
H -2.232 -0.614 2.278
H 0.077 -1.720 2.154
C 1.981 0.546 0.064
O 1.990 1.224 -0.923
H 2.433 -0.462 -0.011
H 1.734 0.967 1.055

=====

11
Properties=species:S:1:pos:R:3 method="wB97M-V/def2-TZVPD" spin_multiplicity=2 charge=-1 gap_ev="2.9077 / 7.3064" s2=0.75
S -1.808 -0.623 1.469
H -2.775 0.277 1.523
C 1.776 -0.470 -1.875
C 0.741 1.386 -0.668
N 1.636 0.437 -0.691
H 0.990 -0.129 -2.592
H 1.688 -1.571 -1.575
H 2.736 -0.331 -2.339
H 0.575 1.973 -1.572
H 0.692 1.824 0.316
H -1.541 -0.640 2.829

=====

11
Properties=species:S:1:pos:R:3 method="wB97M-V/def2-TZVPD" gap_ev=6.2025
C -1.676 1.626 0.507
S -0.463 -0.119 -1.444
H -1.386 2.556 0.989
H -2.468 1.829 -0.205
H -2.009 0.898 1.238
C 1.854 -1.273 1.138
N 1.089 -0.299 1.354
H 2.344 -1.751 1.993
H 2.056 -1.677 0.136
H -0.775 1.182 0.037
H 0.606 -0.088 0.454

=====

11
Properties=species:S:1:pos:R:3 method="wB97M-V/def2-TZVPD" spin_multiplicity=2 charge=+1 gap_ev="8.5741 / 4.7633" s2=0.76
S -0.115 2.591 -0.694
H -0.037 2.996 0.653
C 1.156 -1.183 -0.281
C -1.035 -0.938 0.722
N 0.210 -0.759 0.690
H 2.102 -1.502 0.149
H 0.871 -1.722 -1.187
H 1.553 -0.216 -0.677
H -1.502 -1.759 0.175
H -1.674 -0.230 1.279
H -1.530 2.723 -0.828

=====

12
Properties=species:S:1:pos:R:3 method="wB97M-V/def2-TZVPD" smiles="C=CN.SS" gap_ev=8.9071
C -0.264 0.077 1.741
C 0.461 -0.605 0.882
N 1.255 -0.178 -0.219
H -0.207 1.161 1.801
H -0.907 -0.435 2.444
H 0.659 -1.654 1.077
H 1.030 0.755 -0.528
H 2.240 -0.345 -0.125
S -1.399 -0.404 -2.650
S -1.936 1.023 -1.230
H -0.046 -0.170 -2.715
H -0.886 0.772 -0.479

=====

12
Properties=species:S:1:pos:R:3 method="wB97M-V/def2-TZVPD" smiles="C=CN.SS" gap_ev=8.2576
C 2.554 0.539 -0.291
C 1.770 -0.244 0.439
N 0.663 -0.967 0.000
H 2.467 0.701 -1.357
H 3.272 1.148 0.238
H 1.741 -0.098 1.516
H 0.363 -0.680 -0.906
H -0.067 -1.279 0.594
S -3.245 -0.084 -1.215
S -2.427 1.025 0.356
H -4.500 -0.173 -0.736
H -2.591 0.113 1.360

=====

What are the ΔE to the lowest compared entry with this formula, charge and spin values for these records? In order: 40.81, 77.56, 363.58, 178.76, 429.90, 189.08, 122.57, 99.58 kJ/mol.
What are the E values for these records? In order: -834.28022, -892.97880, -499.77932, -533.22889, -533.16671, -532.94400, -931.47690, -931.48566 Ha.